Record 1
13
Properties=species:S:1:pos:R:3:forces:R:3 method="wB97M-V/def2-TZVPD" relative_energy_kcal_mol=68.06 e_homo_ev=-8.788 gap_ev=9.52 charge=0 e_lumo_ev=0.730 smiles="[H]/N=C1/C(=O)N[C@H]1C"
O 3.728 -0.471 0.257 0.350 0.541 -0.141
N 1.445 2.266 0.082 -0.940 2.842 0.484
N 1.593 -1.003 -0.387 -2.267 -0.662 -0.119
C -0.770 -0.242 0.468 1.188 2.107 2.336
C 2.616 -0.211 -0.074 -0.914 1.785 0.650
C 0.453 -0.110 -0.458 -1.551 -1.340 -0.185
C 1.355 1.082 -0.179 2.181 -2.148 -0.362
H 1.405 -1.971 -0.271 0.742 -0.966 0.121
H -1.352 0.670 0.112 0.246 -1.166 1.145
H -1.388 -1.107 0.500 -0.357 -0.934 -1.140
H -0.096 -0.327 -1.372 0.706 1.087 -1.103
H -0.467 -0.226 1.576 -0.369 0.817 -1.367
H 0.668 3.003 0.119 0.984 -1.963 -0.319

---

Record 2
62
Properties=species:S:1:pos:R:3:forces:R:3 method="wB97M-V/def2-TZVPD" relative_energy_kcal_mol=5.00 e_homo_ev=-10.150 gap_ev=5.24 charge=+1 e_lumo_ev=-4.908
N 3.398 0.763 0.479 -0.158 -1.157 1.515
N 2.718 -0.310 2.227 0.883 0.055 -0.764
N -2.200 -3.737 -1.228 1.740 1.754 0.324
C -4.603 -4.356 -0.878 -0.322 0.273 0.253
C 3.694 1.264 -1.892 -0.393 0.720 0.174
C 3.442 3.559 -2.692 0.021 -0.228 0.214
C -3.492 -2.331 0.015 -0.069 -0.682 -0.483
C 1.988 -0.707 3.406 -0.108 -0.238 0.521
C 3.692 2.205 -2.931 -0.048 -0.083 0.538
C -2.122 -1.784 -0.059 -0.289 0.711 0.409
C 4.334 -0.262 0.730 -0.184 0.630 -0.092
C -3.496 -3.529 -0.745 -0.277 0.505 0.666
C 3.851 -0.182 -2.206 0.212 -0.507 -0.643
C -4.009 2.223 2.581 0.350 -0.242 -0.191
C -1.765 -4.892 -1.991 0.325 -0.412 -0.410
C -4.387 1.780 1.303 0.211 -0.108 0.042
C 3.912 -0.923 1.818 -0.387 0.109 0.225
C -1.950 0.946 2.418 -0.081 -0.384 -0.435
C -5.793 -2.804 0.573 0.481 0.082 -0.005
C 3.161 3.054 -0.320 0.408 -0.257 -0.473
C 3.444 4.526 -3.841 0.004 0.206 -0.199
C -1.594 -0.653 0.568 -0.018 -1.029 -0.699
C -3.593 0.865 0.618 0.237 -0.351 0.176
C 3.439 1.702 -0.583 -0.079 0.658 -0.793
C -2.784 1.808 3.126 -0.061 0.040 -0.105
C -5.778 -3.967 -0.211 0.610 0.135 -0.233
C 2.870 3.510 1.064 -0.459 0.673 0.572
C 2.398 0.734 1.433 -0.467 -0.394 -0.508
C -2.379 0.380 1.186 -0.626 1.047 0.532
C -4.646 -2.001 0.711 -0.564 -0.064 0.111
C 3.178 3.969 -1.381 0.029 -0.447 -0.180
C -1.387 -2.713 -0.846 -1.160 -1.379 -0.077
H -0.502 -0.584 0.622 -0.210 0.159 0.026
H 4.400 4.505 -4.379 -0.145 0.026 0.163
H 2.076 2.890 1.511 0.461 0.511 -0.115
H 3.754 3.476 1.717 -0.171 -0.186 -0.157
H 2.546 4.555 1.030 0.030 -0.101 0.078
H 3.841 -0.296 -3.295 0.056 -0.110 0.142
H 1.716 -1.770 3.367 0.023 0.217 -0.118
H -4.651 -1.123 1.355 -0.227 -0.322 -0.188
H 4.336 -1.754 2.351 0.103 -0.028 -0.020
H -4.542 -5.259 -1.480 -0.234 0.129 0.201
H 1.077 -0.106 3.496 0.326 -0.071 -0.101
H 2.669 4.275 -4.578 0.096 0.042 0.195
H -2.472 2.164 4.108 -0.096 -0.049 -0.314
H 2.969 5.022 -1.174 0.065 -0.313 -0.051
H -0.338 -2.677 -1.124 -0.195 -0.084 -0.005
H -3.910 0.484 -0.361 0.147 0.229 0.408
H 3.860 1.855 -3.950 0.003 0.107 0.191
H -0.978 0.635 2.815 -0.391 0.207 -0.051
H -6.676 -4.575 -0.297 0.216 0.134 0.003
H 4.802 -0.593 -1.846 -0.304 -0.021 -0.149
H -5.319 2.130 0.854 0.340 -0.096 0.142
H -2.615 -5.565 -2.123 0.295 0.130 -0.004
H 3.267 5.550 -3.497 0.035 -0.154 -0.088
H -0.958 -5.424 -1.468 -0.346 0.176 -0.033
H 5.228 -0.390 0.147 -0.026 0.004 0.061
H -4.657 2.903 3.140 0.264 -0.242 -0.214
H -1.385 -4.592 -2.976 -0.229 -0.009 0.246
H 3.026 -0.792 -1.815 0.232 0.129 0.125
H -6.709 -2.513 1.089 0.307 -0.130 -0.114
H 2.600 -0.568 4.308 -0.187 0.080 -0.243

---

Record 3
16
Properties=species:S:1:pos:R:3:forces:R:3 method="wB97M-V/def2-TZVPD" relative_energy_kcal_mol=30.81 e_homo_ev=-9.003 gap_ev=9.90 charge=0 e_lumo_ev=0.899 smiles="CC(N)=O.C=NN"
O 0.191 1.463 -0.065 -0.211 0.463 -0.367
N -2.332 -1.232 -0.991 -0.545 -0.628 -0.072
N -2.155 -0.311 -0.018 0.165 0.579 0.342
N 0.564 -0.396 1.133 -0.102 -0.388 0.153
C -1.579 -1.232 -2.004 0.347 0.256 -0.091
C 2.404 1.124 0.815 -0.117 0.186 -0.144
C 0.955 0.766 0.574 0.467 -0.231 0.311
H -1.701 -2.029 -2.715 -0.088 -0.158 -0.185
H -0.815 -0.476 -2.194 0.042 0.061 0.107
H -0.388 -0.709 0.978 -0.024 0.005 0.034
H -3.009 -0.136 0.491 0.107 -0.035 -0.132
H -1.614 0.527 -0.257 -0.176 -0.103 0.006
H 2.600 1.181 1.883 0.057 -0.016 0.081
H 3.050 0.363 0.382 0.077 -0.059 0.000
H 1.206 -0.986 1.631 0.018 0.067 -0.038
H 2.623 2.083 0.356 -0.017 0.001 -0.006

---

Record 4
96
Properties=species:S:1:pos:R:3:forces:R:3 method="wB97M-V/def2-TZVPD" e_homo_ev=-11.576 gap_ev=7.05 charge=+1 e_lumo_ev=-4.527
Br 3.258 -0.975 -0.505 -1.304 0.806 0.317
Br 0.690 -2.673 -2.007 -0.230 1.266 0.890
Cl 4.576 -3.944 -2.898 0.154 0.083 0.074
Cl 0.918 -4.172 7.850 -0.054 0.088 -0.263
Cl 8.236 2.055 6.560 1.258 0.722 0.227
Cl -1.037 5.376 -3.353 -0.493 -0.642 -0.871
Cl -11.161 -1.204 -10.967 0.162 -0.123 0.047
Cl -7.477 -3.027 -7.578 0.333 -0.126 0.331
Cl -5.814 -6.856 -3.229 -0.129 0.021 -0.064
Cl -4.713 -3.881 -7.472 -0.107 0.116 0.075
Cl 10.867 2.471 5.419 -0.189 0.041 0.136
Cl 1.587 -2.662 5.472 -0.124 -0.560 0.483
Cl 7.252 -4.809 -2.214 -0.140 0.197 -0.003
Cl -9.197 -2.900 -12.248 -0.053 0.069 0.195
Cl -4.507 1.509 -7.616 0.517 0.651 -0.083
Cl 10.431 2.918 8.245 -0.118 0.000 -0.204
Cl -7.802 -8.434 -4.622 0.058 0.162 0.105
Cl 6.143 -2.431 -0.992 0.141 -0.098 -0.058
Cl -1.128 -3.606 5.882 0.100 -0.045 0.006
Cl -6.066 -3.052 -5.050 0.451 0.815 -0.140
Cl -8.631 -6.417 -2.718 0.132 -0.032 -0.120
Cl -7.478 -5.625 -5.251 -0.401 -0.873 0.188
Cl 6.866 -2.417 -3.795 -0.090 -0.097 0.176
Cl 0.986 -5.487 5.276 -0.069 0.269 0.084
Cl -1.798 2.459 -7.998 -0.113 -0.106 0.122
Cl -10.096 -3.500 -9.562 0.000 0.104 -0.106
Cl -2.468 0.901 -5.650 -0.061 -0.045 -0.054
Cl -8.416 -1.188 -10.048 -0.238 0.037 -0.287
Cl -2.381 -0.361 -8.254 0.073 0.281 0.107
Cl -5.384 -1.091 -7.073 -0.509 -0.854 0.183
Cl 9.299 4.738 6.301 0.005 -0.218 0.030
O -0.046 3.190 -1.939 0.046 -1.954 1.270
O 1.647 1.718 -2.079 -0.499 -0.080 0.885
O 2.951 -2.318 2.277 -0.416 0.769 0.530
N 0.389 1.502 2.998 0.370 0.643 -1.258
N -1.594 1.155 6.260 -0.019 -0.055 -1.211
N -2.353 1.879 4.116 1.266 -0.412 -1.136
N -1.699 -0.385 4.380 0.622 0.576 -0.068
C 5.844 0.632 5.506 -2.456 -1.467 -1.464
C 0.396 -1.155 -0.823 0.028 0.871 0.863
C 1.058 -0.962 2.821 -0.170 0.376 -0.092
C 9.712 3.048 6.632 0.292 0.157 0.129
C -0.790 2.671 -3.065 -1.753 1.189 -1.606
C -0.700 3.776 -4.218 1.804 -0.605 1.121
C 0.809 0.440 2.198 -0.095 0.910 -1.005
C -5.911 -2.763 -6.793 -0.018 -0.061 0.069
C 0.970 0.684 0.742 0.353 0.974 -0.068
C 0.814 3.841 -4.670 -0.328 0.185 0.058
C 2.575 -1.373 2.936 1.159 -0.483 -0.035
C 3.426 -0.197 5.281 1.682 0.417 -1.266
C 3.642 -0.685 3.860 1.652 1.770 1.975
C 0.154 1.367 4.460 -0.506 -0.374 1.286
C -1.107 -0.720 -0.607 0.520 -0.572 -0.714
C 0.159 2.773 2.473 0.426 -0.378 -2.081
C 4.494 0.433 6.062 0.792 -0.421 -1.838
C 0.295 3.088 1.064 -0.045 -0.994 0.881
C 0.697 2.005 0.135 -0.405 -0.037 2.835
C -1.367 0.982 4.790 -1.122 0.410 0.434
C 1.408 -0.479 -0.197 -1.288 -0.676 -0.262
C 0.007 4.564 0.627 -0.099 -1.138 -0.648
C 5.017 -0.501 3.347 -0.252 0.491 1.620
C 6.210 -3.401 -2.477 0.029 -0.101 -0.165
C 6.079 0.138 4.147 -1.684 0.017 0.959
C -7.432 -6.833 -3.956 -0.103 -0.080 -0.145
C 0.822 2.260 -1.397 0.474 0.166 -0.472
C 0.590 -3.984 6.121 0.034 -0.294 0.109
C -9.717 -2.198 -10.707 -0.002 0.082 -0.104
C -2.789 1.125 -7.382 0.017 -0.058 -0.277
H 7.086 0.260 3.687 -0.966 -0.151 0.401
H 0.377 2.333 4.992 -0.111 -0.824 -0.841
H 0.945 4.270 -5.703 -0.192 -0.528 1.079
H -1.859 -1.006 5.171 0.049 0.198 -0.365
H -1.927 2.126 6.342 0.346 -0.435 0.361
H 0.596 -1.099 3.831 0.224 0.556 -1.140
H -1.426 3.592 -5.044 0.519 0.301 0.848
H -2.451 0.608 6.426 0.492 0.323 0.140
H -0.154 3.589 3.171 0.494 -1.105 -0.614
H 6.624 1.149 6.130 -1.827 -1.254 -1.241
H 1.362 4.502 -3.941 -0.475 -0.768 -0.805
H 0.836 0.601 4.897 -0.635 0.696 -0.509
H -0.463 1.659 -3.412 0.146 0.988 0.306
H -2.306 1.635 3.113 -0.379 0.305 0.413
H 1.242 2.807 -4.591 -0.257 0.953 -0.371
H -1.745 -1.552 -0.992 0.380 0.829 0.399
H -0.137 5.248 1.499 0.356 -0.650 -0.746
H -0.924 4.572 -0.011 0.968 0.051 0.691
H 2.445 -0.296 5.798 0.892 0.036 -0.590
H -2.033 2.857 4.135 -0.243 -0.419 0.248
H -1.354 -0.527 0.468 0.328 -0.218 -0.882
H -1.887 2.614 -2.795 1.179 -0.023 0.150
H -2.463 -0.410 3.708 0.083 -0.052 0.538
H 0.545 -1.712 2.152 0.815 0.702 0.607
H -1.336 0.213 -1.204 0.235 -0.965 0.588
H 5.322 -0.842 2.324 -0.676 0.293 1.096
H 0.846 4.872 -0.051 -0.795 0.076 0.790
H 4.340 0.805 7.108 -0.219 -0.584 -1.185

---

Record 5
18
Properties=species:S:1:pos:R:3:forces:R:3 method="wB97M-V/def2-TZVPD" relative_energy_kcal_mol=13.42 e_homo_ev=-2.270 gap_ev=5.90 charge=-1 e_lumo_ev=3.629 smiles="C=NC(=C)CCC[O-]"
O -3.434 -0.516 -0.297 -0.334 0.629 0.685
N 1.971 0.495 0.955 -0.520 0.228 -0.727
C -1.086 -0.707 0.162 -0.734 -0.202 0.888
C 1.272 1.654 -0.947 -1.700 -0.744 -1.086
C 1.880 -0.469 1.768 0.193 0.277 -0.457
C 0.283 -0.642 -0.540 -1.972 0.405 -0.526
C 1.087 0.552 -0.226 2.721 0.110 1.918
C -2.292 0.165 -0.395 0.843 -1.470 -1.987
H -1.045 -0.583 1.253 0.343 0.428 0.019
H 0.539 1.706 -1.755 0.501 0.431 -0.266
H -2.197 1.191 0.004 -0.293 0.262 0.403
H 2.588 -0.431 2.593 -0.220 -0.361 0.217
H -0.032 -0.557 -1.590 0.474 -0.318 -0.057
H 1.183 -1.297 1.628 0.072 -0.018 0.346
H 1.994 2.439 -0.821 0.004 0.020 0.545
H 0.819 -1.577 -0.368 0.285 0.190 -0.187
H -2.025 0.293 -1.536 0.175 0.237 0.785
H -1.505 -1.716 0.112 0.161 -0.103 -0.514

---

Record 6
15
Properties=species:S:1:pos:R:3:forces:R:3 method="wB97M-V/def2-TZVPD" relative_energy_kcal_mol=100.11 e_homo_ev="-7.797 / -8.207" gap_ev="8.37 / 8.42" charge=0 e_lumo_ev="0.573 / 0.211"
I 2.535 -0.434 -0.087 -0.127 -0.207 0.288
N -0.250 1.700 0.257 1.899 -0.211 -2.671
N 0.921 2.183 -0.323 -1.409 0.760 1.586
C -0.235 -1.634 0.354 -2.213 4.424 -2.177
C 0.732 -0.679 0.933 0.807 -0.348 2.120
C -1.252 -0.948 -0.817 1.461 0.776 0.217
H 1.302 3.123 -0.134 -0.490 -0.706 0.615
H -1.455 0.173 -0.672 0.368 -1.988 0.516
H -0.330 2.011 1.177 0.290 0.972 2.068
H -0.943 -1.823 1.095 -0.962 -0.848 1.424
H -0.828 -0.927 -1.869 -0.445 -0.763 1.181
H 0.235 -2.477 0.005 0.858 -2.201 -0.984
H 0.872 2.076 -1.297 -0.093 -0.447 -1.375
H -2.184 -1.507 -0.708 0.114 0.035 -0.585
H 0.879 -0.836 2.084 -0.057 0.752 -2.221

---

Values for E, eV, ordered as above
-9270.5503, -35022.7244, -9774.2030, -546889.5766, -9919.4599, -14332.8374
Values for max |F|, Eh/bohr, ordered as above
0.0654, 0.0484, 0.0162, 0.0625, 0.0648, 0.1051